Molecular formula: C60H147N9O12
Method: DFT, ωB97M-V/def2-TZVPD

Atoms and positions in Å:
C (-0.59817, 3.63631, 4.67696)
C (0.61341, 4.42838, 1.68672)
H (-1.39499, 4.97143, 2.44935)
H (-0.46336, -5.75324, -4.71840)
H (-1.87225, 3.17870, 1.96593)
H (0.43018, -1.64026, 5.22473)
H (-8.25219, -0.41388, -3.07352)
H (-0.30727, -1.27692, 3.78666)
C (-0.55099, -5.94913, -3.65898)
H (-1.41428, -2.37824, -0.09117)
H (-0.95732, 3.74520, -3.18577)
H (1.79367, 1.02929, -5.76303)
H (5.07361, -5.14576, 0.28665)
O (1.38895, 1.39361, -4.93756)
C (-0.01607, 3.29425, 0.83780)
H (3.20889, -5.52244, -2.93574)
H (4.09835, 4.39464, 7.59503)
H (2.87442, -1.85087, -2.97138)
C (4.81729, -0.04605, 1.95527)
C (1.59849, 5.23202, 0.90654)
C (5.96644, 0.06578, 2.93927)
C (-4.48042, 0.99439, 3.04120)
H (-7.16503, 2.32584, -0.57768)
H (-4.45613, -2.45460, 4.77079)
N (-6.26167, -0.37232, -0.50009)
C (-2.43352, -4.95731, 0.64192)
C (1.53261, -1.10478, 0.82911)
H (-1.66002, -0.64008, -5.27087)
H (-6.46900, -2.05470, -3.39596)
C (-1.51535, -4.95934, -2.92684)
C (5.01193, 3.48894, 2.55661)
H (0.44532, -5.92553, -3.19913)
H (7.19261, 4.82630, 6.50981)
O (-5.32271, 0.48002, 0.13706)
H (-2.97672, -5.89613, 0.81888)
H (-4.78946, -0.15329, 0.63884)
H (-9.47012, -0.07588, -1.11105)
H (-1.47040, -0.81279, -9.43163)
H (-5.17567, 1.40520, 2.29342)
C (-0.89433, -0.01070, -9.00016)
H (1.00438, -0.73003, -1.95524)
H (0.77591, -4.03701, 4.43104)
C (0.27164, -0.30608, -1.23921)
C (-5.47562, -2.28798, 4.32711)
H (-1.32000, 2.01814, -8.78835)
N (-1.77170, 1.13204, -9.07825)
C (4.17061, 2.13337, -4.92700)
C (-7.86254, 1.61181, -1.01211)
H (-6.64850, -3.07859, 2.81472)
H (2.57111, 6.24068, -3.36470)
H (-2.34752, 1.27025, -2.37972)
C (3.07200, 2.33859, -2.65586)
H (-0.56978, 3.70656, -0.05841)
H (-1.13486, -6.88216, -3.58555)
O (-4.58355, -0.42745, 3.06252)
H (-7.81242, -0.74310, 1.56558)
H (-2.00435, -2.94602, 3.88569)
C (-4.47770, -1.51342, -1.61025)
C (6.31383, -1.24933, 3.52919)
C (0.14357, -0.97633, 0.17242)
H (-3.05625, -4.15127, 1.06915)
H (3.64317, -6.29426, 1.95959)
H (-6.42361, -3.54982, 5.51322)
C (-5.66619, -0.90140, 3.85131)
H (4.81997, -4.87861, -2.82589)
C (1.48578, 2.12628, 4.59575)
N (-1.07636, -3.57874, -3.05510)
C (-6.81507, -1.87634, -2.38768)
C (-7.55198, 0.17552, -0.36531)
H (4.33077, 4.38524, -3.24007)
H (-6.70768, -2.78860, -1.79616)
H (5.57805, -0.93633, 6.01948)
C (-8.24502, -1.29608, -2.39730)
O (-2.31095, -4.52540, -0.71647)
H (0.11369, -2.89659, -0.36973)
H (-5.24575, -0.14469, -3.76598)
H (3.99696, -3.11011, -1.21569)
N (7.13860, 0.65748, 2.20297)
H (2.43578, 3.00647, -2.03313)
H (1.96283, -0.14099, 1.03081)
H (1.10398, 5.65154, 0.00464)
H (0.33802, 1.10830, 2.57058)
C (-5.75880, -0.82171, -1.84521)
C (-7.85801, 0.24978, 1.09968)
H (0.93844, 1.21128, -9.11130)
C (1.17354, 5.05543, -4.35565)
H (1.99614, 2.74189, 5.36542)
H (-3.86320, -1.81421, -2.50436)
C (-1.50815, -5.39158, -1.47537)
H (2.39284, 4.53828, 0.66340)
C (3.53080, 4.32778, -3.95931)
H (-0.21644, -3.06419, 1.89282)
C (-0.24356, 3.59434, -5.78115)
H (6.70299, 3.96331, 4.37172)
H (-8.94442, -1.58623, -0.27286)
H (4.20370, -2.14464, 5.85936)
N (1.87861, 2.76422, -4.88670)
C (3.87892, -4.98089, -2.26816)
C (3.11802, 2.87043, -4.11999)
H (4.50925, 0.91106, 1.56952)
H (1.08402, 1.22272, 5.03190)
H (5.83522, 5.46455, 4.48810)
H (0.28054, 5.63297, -4.06308)
O (1.92121, 4.64665, 3.71471)
H (2.12016, 4.91377, -2.37073)
H (1.48596, 5.53900, -5.34372)
H (5.79492, 2.66663, 2.53432)
H (-7.91708, 1.76181, -2.11004)
H (-6.43381, 0.89878, -2.98912)
C (3.38020, -3.60257, -1.97440)
H (-0.22958, 4.67242, 4.78669)
O (2.71548, -4.74647, 1.13431)
O (2.03307, -3.72944, -1.37786)
H (4.04554, 3.28888, 2.03487)
H (3.90054, -0.39175, 2.42349)
C (4.75044, -1.29464, 5.37463)
H (-1.40466, -4.92915, 1.02801)
H (2.54275, -5.01552, 3.66626)
H (6.56969, 4.14979, 7.86803)
H (0.33250, 3.79984, -6.71201)
C (-1.70921, 0.82877, -1.57476)
H (-1.16862, 1.69031, -1.23503)
H (7.25972, -1.38428, 4.11506)
H (4.19048, 2.60197, -5.88875)
H (6.49021, -1.91824, 2.73521)
H (-0.63263, 2.53842, -5.88312)
H (-0.64423, 6.13634, 1.35514)
C (-0.33518, 1.89691, 2.89932)
H (4.27479, -5.05682, 4.01211)
H (-0.18111, 5.79413, 3.04202)
C (3.52467, -4.62611, 3.31903)
H (2.57977, 1.40311, -2.66138)
H (-4.71742, 1.02515, -2.39160)
H (2.43723, -3.29601, -3.85819)
C (-5.67946, -3.27578, 3.20461)
H (0.47076, 0.58676, -10.71331)
C (-0.77978, -0.52324, -7.54290)
C (0.46754, -1.94723, 4.20560)
H (-2.52035, -5.18246, -3.27211)
H (5.02905, 2.99568, 6.08806)
H (-7.15076, 0.89204, 1.68183)
C (-5.53712, 0.34574, -2.81543)
C (3.20712, -2.81113, -3.28805)
H (-0.48667, 3.25943, 5.66233)
C (-0.06576, 3.17706, -3.32651)
H (1.44341, -1.62651, 3.81840)
H (2.11270, -4.32768, -0.62266)
H (3.60145, -3.52977, 3.48883)
H (1.20426, -0.43623, -9.49400)
H (-0.25205, 2.09271, -3.52561)
H (0.69947, 0.69656, -0.91303)
H (-0.05807, -1.37886, -7.42579)
H (-6.55725, -0.82727, 3.28544)
O (5.28514, -1.87268, 4.20707)
O (0.26889, -3.76739, 2.46705)
H (-6.54486, -1.95538, 6.07187)
H (-0.51518, -5.30776, -0.99932)
H (-2.59321, 1.08324, -8.48534)
C (4.43239, 4.91952, 6.71822)
H (-8.87187, 0.59719, 1.37564)
H (2.04050, -4.37632, 1.70618)
H (4.89820, 5.87132, 7.01753)
H (-1.91456, -6.40632, -1.34263)
H (-1.48192, -2.37867, -5.65361)
N (-6.56202, -2.55610, 5.24612)
C (5.48086, 4.02084, 6.14290)
H (-5.84307, -0.24093, 4.74426)
H (-1.09676, 4.25067, -5.62867)
C (-1.24857, -3.63493, 4.26916)
H (1.36484, -1.56394, 1.79184)
C (-8.64207, -0.79844, -1.00548)
H (7.50185, 0.05732, 1.46003)
C (0.42062, 2.85575, 3.77758)
H (-1.76232, -2.83436, -2.76723)
H (-3.70704, -0.82554, -1.18172)
H (7.95498, 1.00993, 2.69963)
C (0.11129, -3.37359, 3.85430)
H (0.51615, 3.30453, -2.42898)
H (-1.42996, 1.73109, 1.06412)
O (-2.03723, -1.02174, -7.15291)
H (0.76093, 2.62072, 0.54614)
H (5.88027, -5.19691, 1.95120)
H (-2.49401, 0.60369, -0.76877)
H (-4.98727, -2.86504, 2.43477)
H (-4.76613, 1.43473, 4.03217)
H (-1.50502, -4.68320, 4.01914)
C (5.06507, -4.82053, 1.28675)
H (-1.58239, 3.53196, 4.29480)
O (-0.87810, -0.16202, -2.03942)
C (0.45715, 0.36665, -9.58885)
C (2.35217, 5.20918, -3.39909)
H (4.03139, -5.63457, -1.38820)
H (4.07521, -0.42417, 5.27503)
H (-4.56432, -2.35336, -0.92481)
H (3.97809, 1.04531, -5.02844)
H (5.56281, 4.33991, 2.11063)
H (-8.81106, 2.03272, -0.60388)
H (1.94035, 6.03199, 1.50973)
H (2.18043, -1.71944, 0.26388)
C (5.75510, 4.39509, 4.67445)
H (-0.32934, -3.35037, -2.43539)
C (0.72028, 3.63704, -4.60906)
O (4.70003, 3.87772, 3.84918)
H (-0.43365, 0.29401, -6.85358)
H (5.09597, -0.72384, 1.18226)
C (3.74617, -5.17617, 1.93117)
H (2.79460, 4.23756, 3.85883)
H (-1.37793, -3.54584, 5.31497)
H (5.02241, -3.73915, 1.33348)
N (1.23928, 3.70525, 2.85327)
H (4.16068, -2.75071, -3.83175)
H (-3.07468, -1.69757, -5.51873)
H (2.32330, 1.80512, 3.86578)
H (-8.97441, -1.99062, -2.75164)
H (4.02868, 2.19171, -2.13574)
H (-3.41179, 1.19380, 2.70530)
H (-1.04164, 1.32879, 3.53122)
H (5.67336, 0.73630, 3.76961)
H (5.16251, 2.27722, -4.47975)
H (3.65228, 4.94653, 5.96063)
C (-0.48115, 5.35965, 2.11333)
H (-5.47271, -4.34972, 3.45529)
N (6.77136, 3.98536, 6.85602)
H (-0.40869, -0.29232, 0.87191)
H (3.85979, 4.73884, -4.95190)
N (-0.43751, -2.30978, 0.20056)
C (-1.01630, 2.54554, 1.67848)
C (-2.06332, -1.47200, -5.83777)

* maximum force: 3.289 eV Å⁻¹
* SMILES string: CC1(C)CCCC(C)(C)N1O.CC1(C)CCCC(C)(C)N1O.CC1(C)CCCC(C)(C)N1O.COC[C@H](C)N.COC[C@H](C)N.COC[C@H](C)N.COC[C@H](C)N.COC[C@H](C)N.COC[C@H](C)N.CC(C)O.CC(C)O.CC(C)O
* Kohn-Sham gap: 8.844 eV
* LUMO: 0.58 eV
* HOMO: -8.260 eV
* total charge: 0